## P
The following is a DFT calculation (ωB97M-V/def2-TZVPD) of 2 unconnected molecules or ions with the total composition C5H8.

```
13
C5H8 ωB97M-V/def2-TZVPD
H -0.82439 -0.32319 1.99830
H 2.32246 0.58045 -1.39691
H -0.24943 -1.75461 1.13880
C 0.63752 1.07147 -0.19205
H -1.22238 1.84438 -1.02924
H -1.37550 -1.05226 -0.89630
C -1.34076 -0.25363 -0.14332
H 2.77215 -0.00336 -1.54751
C -0.40543 -0.67292 1.04623
H -2.37619 -0.04576 0.15226
C 0.87180 0.01457 0.63470
H 1.85133 -0.42569 0.82542
C -0.66119 1.02054 -0.59038
```

Net charge   0
SMILES string   C1=CCCC=1.[H][H]
E_HOMO (alpha / beta)   -8.43 / -7.88 eV

=====

## Q
The following is a DFT calculation (ωB97M-V/def2-TZVPD) of C5H8 in the gas phase.

```
13
C5H8 ωB97M-V/def2-TZVPD
H 0.38796 0.03381 -1.65956
H -0.27743 -1.18272 1.85692
H 0.03322 -2.03851 0.32632
H 1.35453 0.59991 1.20043
C 0.23477 0.50306 -0.67130
H -0.73554 2.12555 -1.46401
C -0.05848 -1.05356 0.79416
C -1.02236 -0.14485 0.00168
H -1.54569 0.56966 0.64653
C 1.12436 -0.13382 0.42119
H -1.74782 -0.61358 -0.66840
C 0.19976 1.95052 -0.88461
H 2.05274 -0.61547 0.10065
```

Net charge   0
E_HOMO (alpha / beta)   -8.59 / -8.59 eV

=====

## R
The following is a DFT calculation (ωB97M-V/def2-TZVPD) of C5H8 in the gas phase.

```
13
C5H8 ωB97M-V/def2-TZVPD
H -1.34350 0.43643 1.71373
C -0.38527 0.09962 1.29493
H 1.63234 -0.03576 -1.05005
C 0.55474 0.14274 -0.96689
H 1.11901 1.54996 0.61822
H 0.22813 0.57366 -1.91836
C -0.59174 -1.28003 0.75950
C -0.19630 -1.16637 -0.66081
C 0.22487 1.05021 0.23452
H -0.48250 1.83494 -0.05036
H 0.25815 -0.01157 2.18085
H -1.23485 -1.11625 -1.05335
H 0.21691 -2.07756 -1.10195
```

Net charge   0
E_HOMO   -8.36 eV

=====

## S
The following is a DFT calculation (ωB97M-V/def2-TZVPD) of C5H8 in the gas phase.

```
13
C5H8 ωB97M-V/def2-TZVPD
H -1.37862 -0.02643 1.79447
C -1.11201 -0.50398 0.84004
C 1.27382 0.04435 0.16704
H -1.52774 -1.51700 0.92557
H -2.84802 0.28998 -0.22167
H -1.37658 1.27595 -0.37993
H 2.41089 -0.46186 -1.60661
H 2.27837 0.16994 0.76513
H 2.94280 1.07921 -0.71755
C 2.25414 0.24404 -0.79201
C -1.75765 0.25046 -0.32666
C 0.36809 -0.60563 0.83124
H -1.52751 -0.23903 -1.27905
```

Net charge   0
E_HOMO   -7.55 eV

=====

R has the most favorable energy; the next structure is 0.0481 hartree above.

=====

## P
The following is a DFT calculation (ωB97M-V/def2-TZVPD) of 5 unconnected molecules or ions with the total composition H10O5.

```
15
H10O5 ωB97M-V/def2-TZVPD
H -0.97413 -1.42067 0.62673
H -1.46513 -3.91767 -1.07227
O -1.43513 -2.98867 -0.94227
H -2.17013 2.05533 -0.30027
H 0.24187 2.81633 0.14673
O 1.13287 3.15233 0.12473
O -1.25513 1.85133 -0.35527
H -0.48913 -2.68167 -0.96127
H 1.71987 -1.05567 1.25673
H -0.69313 0.05533 0.68773
O -0.32813 -0.78467 0.95173
H 1.55387 2.46733 -0.49827
O 2.50887 -1.02567 0.72873
H 2.76387 -0.12667 0.85773
H -1.11113 1.60333 -1.25127
```

Net charge   0
SMILES string   O.O.O.O.O
E_HOMO   -10.89 eV

=====

## Q
The following is a DFT calculation (ωB97M-V/def2-TZVPD) of 5 unconnected molecules or ions with the total composition H10O5.

```
15
H10O5 ωB97M-V/def2-TZVPD
O 0.12724 0.76183 1.26584
H 0.90848 0.98637 1.78960
H 0.94597 -3.44455 -1.71682
H 0.53641 -2.56464 -0.67552
H 0.41712 0.12110 0.60574
O 0.15298 -3.23328 -1.23723
H -2.72059 0.43494 -0.52264
H -1.66490 -0.20677 0.26387
O -1.02672 3.22410 0.73695
O -2.30083 -0.41906 -0.36602
O 1.69094 -0.81792 -0.45118
H 2.59011 -0.57632 -0.31874
H 1.40419 -0.37995 -1.26547
H -0.78502 2.32763 1.06792
H -0.27538 3.78651 0.82372
```

Net charge   0
SMILES string   O.O.O.O.O
E_HOMO   -10.98 eV

=====

P has the most favorable energy; the next structure is 0.0027 hartree above.

=====

## P
The following is a DFT calculation (ωB97M-V/def2-TZVPD) of 5 unconnected molecules or ions with the total composition H10O5.

```
15
H10O5 ωB97M-V/def2-TZVPD
H -1.26327 0.21381 -3.02305
O -0.30445 -0.01822 2.71892
H -0.65437 0.01709 1.78503
H -1.90626 -0.06900 -0.17118
H -0.67884 -0.85774 -0.39818
O -1.28577 -0.63812 0.31946
H -0.50028 0.73527 -1.75176
O 1.07566 -0.53363 -1.54475
H 1.39507 -0.11903 -2.39698
O -1.27716 0.91016 -2.29397
H 1.42866 0.93460 1.31005
H -1.08956 -0.06481 3.28232
H 1.41467 -0.48681 1.86375
O 1.81433 0.07793 1.15733
H 1.83159 -0.10151 -0.85698
```

Net charge   0
SMILES string   O.O.O.O.O
E_HOMO   -11.26 eV

=====

## Q
The following is a DFT calculation (ωB97M-V/def2-TZVPD) of 5 unconnected molecules or ions with the total composition H10O5.

```
15
H10O5 ωB97M-V/def2-TZVPD
O -4.85359 0.23373 -0.45317
H -5.34626 0.27325 0.37429
H -0.27764 -1.45168 -0.80064
H 1.57487 2.42246 1.46379
H -5.45320 0.61945 -1.10177
O 1.42693 2.96433 0.68054
H -0.49820 0.04855 -0.90403
H 4.48847 -0.99061 -1.51010
O 0.67857 -1.72210 1.69945
O -0.61633 -0.69745 -0.30526
H 0.50596 2.79741 0.45043
H 0.41224 -0.95178 1.18500
H 3.22308 -0.82093 -0.68546
H 0.82178 -2.40800 1.03763
O 3.91332 -0.31663 -1.13070
```

Net charge   0
SMILES string   O.O.O.O.O
E_HOMO   -11.11 eV

=====

## R
The following is a DFT calculation (ωB97M-V/def2-TZVPD) of 5 unconnected molecules or ions with the total composition H10O5.

```
15
H10O5 ωB97M-V/def2-TZVPD
O -5.12925 1.33753 2.47940
H 3.39008 -0.69893 -0.34867
O -2.00225 -1.33862 -1.27849
H 3.95046 -1.23176 -1.71316
H 0.45597 -0.51619 -0.51924
O 3.66736 1.46176 -0.01230
O 4.05935 -1.18276 -0.75832
H 2.84346 1.69354 0.33401
H 4.15731 2.02617 0.61194
H -2.87755 -1.85850 -1.06356
H -4.45129 0.74338 2.15816
H -5.78081 1.20579 1.71435
H -2.15603 -1.23130 -2.20937
O -0.47183 -0.23979 -0.37090
H -0.51862 -0.43718 0.56040
```

Net charge   0
SMILES string   O.O.O.O.O
E_HOMO   -10.37 eV

=====

## S
The following is a DFT calculation (ωB97M-V/def2-TZVPD) of 5 unconnected molecules or ions with the total composition H10O5.

```
15
H10O5 ωB97M-V/def2-TZVPD
O -2.34474 -0.04596 -0.78989
H 1.48131 -3.08721 -0.30144
H -1.32021 1.20781 1.33402
O 1.05985 1.79216 1.35630
H -2.42792 -0.14082 -1.74544
O -1.48515 1.91110 1.97211
H -3.24548 -0.15366 -0.46424
H 0.17234 -1.30881 -1.56296
O 1.03300 -1.25325 -1.99328
H -1.30782 2.72062 1.47995
H 1.00861 1.56495 2.29158
H 0.34353 2.42434 1.22896
H 2.81343 -2.35796 -0.24050
O 1.89599 -2.24318 -0.51275
H 1.21061 -2.15619 -2.27989
```

Net charge   0
SMILES string   O.O.O.O.O
E_HOMO   -8.97 eV

=====

P has the most favorable energy; the next structure is 0.0170 hartree above.

=====

## P
The following is a DFT calculation (ωB97M-V/def2-TZVPD) of 5 unconnected molecules or ions with the total composition H10O5.

```
15
H10O5 ωB97M-V/def2-TZVPD
H -2.06888 -2.86293 -0.07065
H -0.55884 1.13038 -2.77487
O 0.29061 1.36715 2.61706
O -0.89967 1.93639 -2.26769
H 2.98172 0.20739 -0.29117
H -0.60965 -0.92503 -0.14961
O -0.04635 -0.25417 -0.58260
H 0.11610 0.49640 -0.05649
O -1.63722 -2.30324 0.58734
O 2.73642 -0.35784 -1.06959
H 1.08928 1.85968 2.55030
H -1.29961 1.47592 -1.55109
H -2.35808 -1.80844 0.91739
H 0.60026 0.65135 3.22379
H 1.66391 -0.61301 -1.08213
```

Net charge   0
SMILES string   O.O.O.O.O
E_HOMO   -10.39 eV

=====

## Q
The following is a DFT calculation (ωB97M-V/def2-TZVPD) of 5 unconnected molecules or ions with the total composition H10O5.

```
15
H10O5 ωB97M-V/def2-TZVPD
H -4.41111 20.63662 18.79880
O -7.25321 21.85010 19.41952
O -8.18521 19.85400 21.13398
H -8.13354 20.65532 16.85495
O -8.40764 21.58417 17.07683
H -4.85303 20.65473 20.25701
H -7.39035 19.35920 21.31985
H -8.08858 21.73280 17.91930
H -4.61352 23.14736 18.43723
H -6.31821 21.75124 19.39978
O -4.34102 21.10731 19.62016
H -5.12343 23.31073 16.99628
H -7.51555 21.26070 20.11030
O -4.46503 23.57481 17.61378
H -8.43531 19.67236 20.22965
```

Net charge   0
SMILES string   O.O.O.O.O
E_HOMO   -11.05 eV

=====

Q has the most favorable energy; the next structure is 0.0078 hartree above.

=====

## P
The following is a DFT calculation (ωB97M-V/def2-TZVPD) of 5 unconnected molecules or ions with the total composition H10O5.

```
15
H10O5 ωB97M-V/def2-TZVPD
H 1.32415 2.64686 2.66421
H 2.53055 0.67918 0.36314
O -1.83206 -0.74344 1.13380
H 2.16478 -0.49385 -0.50120
O -1.22118 -2.31872 -1.97940
H -0.87937 -1.49395 -1.83330
H -2.17041 -2.12065 -2.04769
H 0.26236 0.21542 -0.76238
H -0.71766 0.91021 -1.71316
H -1.24757 -0.70450 1.87710
H 1.19908 1.59023 1.47109
H -1.33402 -0.50379 0.33878
O 1.79493 0.19502 -0.00233
O -0.59351 0.10525 -1.18915
O 0.71992 2.03672 2.18048
```

Net charge   0
SMILES string   O.O.O.O.O
E_HOMO   -10.37 eV

=====

## Q
The following is a DFT calculation (ωB97M-V/def2-TZVPD) of 5 unconnected molecules or ions with the total composition H10O5.

```
15
H10O5 ωB97M-V/def2-TZVPD
O -0.24997 3.05893 0.07052
H 0.05542 1.02628 -2.90348
O -1.69192 -3.27459 0.86825
O 0.33876 1.94901 -2.96121
H -1.87870 -3.13615 1.80391
O 0.91529 -1.05480 2.27869
H 0.89325 -0.03197 0.05970
H 0.67519 2.06278 -3.85676
H -0.36449 -0.85593 -0.17244
H -0.19840 3.71406 -0.63385
H 1.80909 -1.39411 2.41308
H -0.34094 2.21758 -0.40228
H -0.73407 -3.38375 0.82751
O 0.14715 -0.12597 -0.54552
H 0.62432 -0.77136 3.15387
```

Net charge   0
SMILES string   O.O.O.O.O
E_HOMO   -10.59 eV

=====

## R
The following is a DFT calculation (ωB97M-V/def2-TZVPD) of 5 unconnected molecules or ions with the total composition H10O5.

```
15
H10O5 ωB97M-V/def2-TZVPD
H 1.43140 -1.99986 2.63964
H -1.19415 -0.13319 -1.49902
H -1.09615 -0.42258 -2.98177
O -0.62639 -0.00623 -2.25913
H -2.51299 0.83659 -0.19750
O 0.51817 0.47285 1.16945
H 1.07101 0.69291 0.41966
O 1.51675 -1.14961 3.07095
H 1.49200 1.34009 -1.96885
H 1.23004 0.07433 -1.18074
O -2.04564 0.04145 0.05856
H 1.25831 -0.51463 2.40294
H -0.33486 0.26778 0.78667
H -2.54942 -0.30662 0.79429
O 1.84189 0.80667 -1.25522
```

Net charge   0
SMILES string   O.O.O.O.O
E_HOMO   -10.30 eV

=====

## S
The following is a DFT calculation (ωB97M-V/def2-TZVPD) of 5 unconnected molecules or ions with the total composition H10O5.

```
15
H10O5 ωB97M-V/def2-TZVPD
O -0.72104 3.12859 -0.26890
H -0.58151 3.88436 0.31277
H -2.91923 -0.61829 -0.29249
H 0.40381 -1.88823 0.25230
H 0.74840 -0.03812 -0.01303
H -0.37138 -3.13860 -0.12942
H 3.89630 -0.04237 0.78964
O -0.24562 -2.21638 -0.37980
H 0.11500 3.03759 -0.73979
O -3.30769 -0.44381 0.57218
O 2.93936 0.05422 0.85232
H 0.57236 -0.64409 -1.39573
O 1.23780 -0.47466 -0.71936
H -3.75925 -1.26525 0.79648
H 2.67299 0.32929 -0.03220
```

Net charge   0
SMILES string   O.O.O.O.O
E_HOMO   -10.95 eV

=====

R has the most favorable energy; the next structure is 0.0055 hartree above.

=====

## P
The following is a DFT calculation (ωB97M-V/def2-TZVPD) of 5 unconnected molecules or ions with the total composition H10O5.

```
15
H10O5 ωB97M-V/def2-TZVPD
H 0.11462 -1.82503 0.65738
H -0.95547 1.11723 0.06098
H 0.73488 0.44136 1.08731
O 1.45204 -0.05113 -1.56786
O 1.23639 -0.33253 1.37989
H 1.58248 -0.12377 2.27108
H -1.60985 -0.76071 -0.06540
H -0.26124 2.59582 0.06425
O -0.08311 1.61781 0.04952
H 0.19320 -1.41043 -0.85632
H 0.96290 0.73313 -1.26052
O -2.27475 0.00631 -0.00257
H 1.97206 -0.19162 -0.75285
O -0.38885 -1.82188 -0.19723
H -2.67533 0.00546 -0.86764
```

Net charge   0
SMILES string   O.O.O.O.O
E_HOMO   -11.22 eV

=====

## Q
The following is a DFT calculation (ωB97M-V/def2-TZVPD) of 5 unconnected molecules or ions with the total composition H10O5.

```
15
H10O5 ωB97M-V/def2-TZVPD
H -1.34839 -2.42766 -0.43884
H 0.35046 -2.00987 0.82134
O 0.81037 -2.40796 1.57225
H -1.56556 0.92106 2.33117
O 1.55410 2.45877 -2.71630
H 0.02439 0.05423 -0.73200
H 0.84484 2.05453 -2.18118
O -1.28868 -1.55996 -0.85812
H 0.01774 1.23175 0.24745
H 2.34413 2.34510 -2.18104
H 0.20219 -3.06832 1.92320
O -0.62466 1.10861 2.43793
H -1.00713 -1.74470 -1.76534
H -0.53399 2.04250 2.20815
O 0.22019 1.00191 -0.66866
```

Net charge   0
SMILES string   O.O.O.O.O
E_HOMO   -10.59 eV

=====

P has the most favorable energy; the next structure is 0.0322 hartree above.

=====

## P
The following is a DFT calculation (ωB97M-V/def2-TZVPD) of 5 unconnected molecules or ions with the total composition H10O5.

```
15
H10O5 ωB97M-V/def2-TZVPD
H -2.72430 -0.51572 1.13299
H -1.41353 2.11446 1.09697
O -1.75793 -0.64193 1.35283
H 4.56524 -0.01325 -0.43901
H 1.42941 0.30679 -0.76911
H 5.10288 -0.72485 0.77636
O 0.81185 0.95943 -1.03104
H -1.46859 -1.90280 -1.35302
H -0.15589 0.61537 -0.96524
H -1.68939 -0.60579 -0.79383
O -2.18866 -1.39066 -1.09176
O -1.85704 1.77109 0.27252
H -1.78851 -1.50444 1.77810
O 4.28618 -0.37425 0.40178
H -1.15173 1.90656 -0.36853
```

Net charge   0
SMILES string   O.O.O.O.O
E_HOMO   -10.66 eV

=====

## Q
The following is a DFT calculation (ωB97M-V/def2-TZVPD) of 5 unconnected molecules or ions with the total composition H10O5.

```
15
H10O5 ωB97M-V/def2-TZVPD
H -0.26298 -1.21026 2.31507
H 3.23885 1.60626 2.29366
H -0.74804 -3.13291 -3.56609
O 0.24315 0.04033 0.09341
H 2.24469 2.74799 2.29429
H -1.50834 -2.27106 -2.58067
O -0.52062 -1.88091 2.94758
H -1.40577 3.17283 -1.66244
O -1.49939 -2.54378 -3.49815
H -1.14294 1.71294 -1.35993
H -1.09819 -2.46501 2.45617
O 2.55324 2.01325 1.76402
H 0.85262 0.60723 0.56607
H 0.78251 -0.68806 -0.21443
O -1.72873 2.29119 -1.84852
```

Net charge   0
SMILES string   O.O.O.O.O
E_HOMO   -11.22 eV

=====

## R
The following is a DFT calculation (ωB97M-V/def2-TZVPD) of 5 unconnected molecules or ions with the total composition H10O5.

```
15
H10O5 ωB97M-V/def2-TZVPD
O -0.45819 1.70357 2.10857
H 0.78853 0.69457 0.78979
H -0.30941 -0.31938 -3.49764
H -1.77321 0.62339 -0.52074
O 1.81379 0.44477 0.53818
O -0.95263 0.39530 -0.23790
H 0.00164 -1.82677 1.91106
H 0.93858 -0.08938 -2.68228
H 1.93954 -0.51804 0.47251
H -0.50192 0.18432 -0.99158
O 0.18115 -0.64436 -2.72996
H -0.88438 -1.99070 0.66410
H -0.56493 1.04903 1.29458
H -0.19892 2.47984 1.77258
O -0.01964 -2.18617 1.10873
```

Net charge   0
SMILES string   O.O.O.O.O
E_HOMO   -10.70 eV

=====

Q has the most favorable energy; the next structure is 0.0268 hartree above.

=====

## P
The following is a DFT calculation (ωB97M-V/def2-TZVPD) of 5 unconnected molecules or ions with the total composition H10O5.

```
15
H10O5 ωB97M-V/def2-TZVPD
H 0.53860 1.51140 0.22160
O -0.67440 -1.75360 -0.27840
O 1.52960 0.98340 -2.10640
H 1.17760 -0.49560 1.23760
O -2.53840 0.84140 0.66960
H -0.48740 -0.86560 -0.06640
H -0.75640 1.02640 0.92160
H 2.06660 -1.40760 2.11660
H -3.12340 0.80440 -0.08740
H -3.05440 0.43640 1.35660
H 1.26360 0.07840 -2.20840
O 0.11860 0.80140 0.71060
O 1.79160 -1.24760 1.22560
H 0.05260 -1.87460 -0.90440
H 2.09560 1.16140 -2.80840
```

Net charge   0
SMILES string   O.O.O.O.O
E_HOMO   -10.18 eV

=====

## Q
The following is a DFT calculation (ωB97M-V/def2-TZVPD) of 5 unconnected molecules or ions with the total composition H10O5.

```
15
H10O5 ωB97M-V/def2-TZVPD
O -0.22077 -1.56697 -0.06865
H 1.38479 2.26870 0.99895
H 2.66855 -0.64392 -1.76404
H -1.47240 0.98141 -0.97252
H -1.14096 2.26641 -0.09006
O -1.42871 1.93273 -0.97265
O -1.53753 -2.30762 2.24018
H -0.16553 -0.71313 -0.29909
O 1.80418 -0.65378 -1.28826
H 0.50994 -1.78305 0.49292
H -0.76373 -1.73197 2.02275
H 1.54753 1.84657 -0.39155
H 1.41591 0.07554 -1.65064
O 1.16053 2.54592 0.08845
H -2.20559 -2.16872 1.66084
```

Net charge   0
SMILES string   O.O.O.O.O
E_HOMO   -11.04 eV

=====

P has the most favorable energy; the next structure is 0.0428 hartree above.